No. 1
A 6-piece molecular cluster, C23H39N6O5 overall at a distorted geometry. Source: the OMol25 dataset; level of theory: the ωB97M-V functional and the def2-TZVPD basis.

Last column: Mulliken charge in e.
Geometry (Å):
C1 2.99 -3.21 0.06  -1.7296
C2 1.58 -2.51 0.14  0.7402
C3 0.78 -3.07 1.25  -0.9556
C4 -0.41 -2.39 1.64  -0.3399
C5 0.05 -1.00 2.11  -1.9524
C6 0.82 -0.14 1.14  1.5551
N1 1.73 -1.02 0.35  1.1332
O1 2.65 -0.47 -0.40  -0.3000
C7 1.77 0.83 2.02  -1.9757
C8 -0.07 0.61 0.07  -2.1902
C9 0.84 -2.77 -1.27  -1.2846
H1 2.80 -4.29 -0.05  0.3974
H2 3.49 -3.04 0.99  0.4182
H3 3.65 -2.86 -0.73  0.4176
H4 1.46 -3.13 2.17  0.3059
H5 0.45 -4.06 1.04  0.5149
H6 -1.07 -2.83 2.39  0.5304
H7 -1.15 -2.13 0.73  -0.0113
H8 0.41 -0.97 3.13  0.6155
H9 -0.78 -0.57 2.53  0.7096
H10 2.32 0.16 2.88  0.2867
H11 1.40 1.72 2.29  0.5716
H12 2.42 1.20 1.30  0.6794
H13 0.67 1.33 -0.55  0.2332
H14 -0.71 1.30 0.57  0.4159
H15 -0.57 0.00 -0.43  1.1593
H16 -0.19 -2.22 -1.37  0.0845
H17 0.81 -3.87 -1.45  0.4552
H18 1.44 -2.43 -2.12  0.4837
N2 5.65 -0.31 2.52  0.1707
C10 6.07 -1.06 1.45  -0.6865
C11 6.29 -0.06 0.34  -0.6156
C12 5.90 1.30 0.84  -0.3591
C13 5.49 0.96 2.29  -0.2541
H19 5.57 -0.67 3.34  0.0898
H20 6.18 -2.12 1.73  0.4643
H21 6.65 -0.18 -0.59  0.5436
H22 5.89 2.42 0.35  0.2793
H23 5.30 1.62 3.16  0.3894
N3 -0.70 4.80 -0.46  0.1117
C14 0.41 4.61 0.39  -0.6919
C15 1.48 5.25 -0.47  -0.5517
C16 0.90 5.98 -1.52  -0.8785
C17 -0.61 5.54 -1.61  -0.2724
H24 -1.70 4.56 -0.29  0.2506
H25 0.27 4.28 1.28  0.7576
H26 2.51 5.20 -0.17  0.4053
H27 1.34 6.51 -2.22  0.5144
H28 -1.33 5.82 -2.35  0.4072
N4 -4.14 4.26 0.25  -0.0556
C18 -4.37 3.92 -1.11  -1.0835
C19 -4.06 2.48 -1.26  -0.0195
C20 -3.70 2.01 0.09  -0.0851
C21 -3.90 3.15 1.08  -1.1740
H29 -4.38 5.21 0.73  0.2485
H30 -4.65 4.58 -1.84  0.4891
H31 -4.38 1.95 -2.16  0.3862
H32 -3.33 1.03 0.42  0.6282
H33 -3.86 3.35 1.95  0.6245
C22 -4.00 -1.16 -3.91  -0.8767
N5 -3.39 -0.71 -2.62  0.8060
O2 -4.23 -0.48 -1.63  -0.4833
O3 -2.23 -0.33 -2.54  -0.4453
H34 -3.57 -0.40 -4.75  0.3113
H35 -4.93 -1.19 -3.86  0.4154
H36 -3.47 -2.20 -4.20  0.2664
C23 -3.87 -5.81 -0.04  -0.9711
N6 -3.04 -5.17 -1.01  0.8204
O4 -1.95 -4.73 -0.68  -0.4543
O5 -3.60 -4.77 -2.07  -0.4923
H37 -3.63 -5.37 0.99  0.3011
H38 -3.62 -6.69 -0.11  0.4290
H39 -4.85 -5.53 -0.18  0.3724

As for the charge: +1. The value obtained for the gap between HOMO and LUMO is 3.51 eV.

---

No. 2
C23H40AsF2N2O6 as an isolated structure at a distorted geometry. Source: the OMol25 dataset; level of theory: the ωB97M-V functional and the def2-TZVPD basis.

Last column: Mulliken charge in e.
Geometry (Å):
C1 5.60 1.88 2.05  -1.4253
C2 4.39 0.96 2.01  0.5006
O1 4.60 0.02 3.10  -0.6293
C3 4.25 0.14 0.74  -1.1244
As1 3.41 0.96 -0.93  0.9221
N1 2.13 2.01 0.05  -0.8641
O2 2.68 1.70 -2.49  -0.8727
C4 2.01 -0.53 -1.02  -0.7520
C5 2.59 -1.83 -1.53  -0.8648
O3 2.90 -2.67 -0.41  -0.3084
C6 2.13 -3.82 -0.24  -1.1152
C7 0.63 -3.73 0.01  -0.4725
O4 0.29 -3.07 1.22  -0.4997
C8 -0.90 -2.40 1.19  0.3491
C9 -1.02 -1.16 1.73  -0.8868
C10 -2.20 -0.49 1.70  -0.5780
C11 -3.33 -1.04 1.12  0.2173
C12 -4.64 -0.24 1.11  2.7447
C13 -4.86 0.22 2.58  -2.2308
C14 -5.89 -1.07 0.73  -1.7025
C15 -4.60 1.04 0.26  -2.4032
C16 -3.97 0.97 -1.14  3.0554
C17 -4.37 -0.24 -1.97  -1.9297
C18 -4.50 2.20 -1.91  -2.1875
C19 -2.45 1.14 -1.12  -2.0021
C20 -3.19 -2.29 0.62  0.0211
C21 -2.01 -2.95 0.64  -0.8767
N2 4.74 2.50 -1.00  0.1397
C22 5.98 2.15 -1.49  0.3627
O5 6.29 1.69 -2.55  -0.4885
F1 6.98 2.40 -0.60  -0.2785
C23 4.30 3.63 -1.63  0.5618
O6 4.67 4.09 -2.69  -0.6017
F2 3.41 4.33 -0.93  -0.2604
H1 5.82 2.03 3.10  0.4995
H2 6.45 1.35 1.65  0.2093
H3 5.43 2.84 1.57  0.2606
H4 3.50 1.51 2.30  0.2941
H5 5.12 -0.69 2.72  0.3753
H6 5.26 -0.17 0.46  0.4499
H7 3.74 -0.77 1.01  0.5323
H8 4.35 0.08 -1.79  0.0400
H9 1.72 1.42 0.76  0.1953
H10 2.61 2.74 0.57  0.2769
H11 1.78 1.95 -2.30  0.2491
H12 1.63 -0.70 -0.02  0.2001
H13 1.16 -0.21 -1.62  0.4993
H14 3.46 -1.69 -2.16  0.5715
H15 1.85 -2.33 -2.15  0.2601
H16 2.55 -4.30 0.64  0.4017
H17 2.29 -4.52 -1.07  0.3672
H18 0.31 -4.76 0.08  0.4322
H19 0.13 -3.30 -0.85  0.5106
H20 -0.17 -0.68 2.18  0.4803
H21 -2.26 0.49 2.12  0.2999
H22 -4.76 -0.62 3.25  0.4147
H23 -5.88 0.60 2.63  0.6269
H24 -4.19 1.03 2.81  0.4482
H25 -5.69 -1.99 0.21  0.3249
H26 -6.52 -1.23 1.59  0.4265
H27 -6.49 -0.47 0.06  0.3525
H28 -5.59 1.48 0.16  0.6499
H29 -4.01 1.77 0.82  0.2876
H30 -5.38 -0.10 -2.32  0.4151
H31 -4.34 -1.18 -1.43  0.3518
H32 -3.70 -0.31 -2.82  0.4725
H33 -4.22 2.11 -2.95  0.5089
H34 -5.59 2.17 -1.89  0.5361
H35 -4.14 3.12 -1.48  0.4170
H36 -2.16 1.74 -1.98  0.5784
H37 -2.12 1.64 -0.23  0.2138
H38 -1.97 0.18 -1.21  0.2901
H39 -4.02 -2.79 0.16  0.2698
H40 -1.97 -3.94 0.21  0.4905

As for the charge: -1. The value obtained for the gap between HOMO and LUMO is 7.56 eV.

---

No. 3
C23H40BCl2F4N2SbSi3Zn as an isolated structure. Source: the OMol25 dataset; level of theory: the ωB97M-V functional and the def2-TZVPD basis.

Last column: Mulliken charge in e.
Geometry (Å):
Zn1 -0.22 -0.65 0.29  0.9070
Cl1 2.48 -0.32 -0.48  -0.0027
C1 2.96 1.38 -0.70  -0.5320
Cl2 1.56 2.42 -0.83  -0.0490
H1 3.54 1.44 -1.61  0.3969
H2 3.55 1.68 0.17  0.3340
C2 -4.12 2.23 0.99  -1.3682
Sb1 -2.01 1.96 0.73  0.2720
C3 -2.03 0.00 -0.19  0.7735
C4 -3.08 -0.97 0.30  -0.8411
C5 -2.75 -2.18 0.92  -0.3308
C6 -3.74 -3.10 1.22  -0.5434
C7 -5.06 -2.78 0.93  -0.6705
C8 -5.30 -1.56 0.33  -0.6328
N1 -4.35 -0.68 0.01  0.0244
Si1 -2.21 0.20 -2.05  0.5980
C9 -2.42 -1.52 -2.75  -0.9976
C10 -3.64 1.28 -2.60  -1.1688
C11 -0.67 0.99 -2.76  -0.9872
C12 -1.28 1.78 2.88  2.7340
C13 -0.09 0.87 3.11  -2.0741
C14 0.67 1.06 4.27  -0.8416
C15 1.71 0.24 4.61  -0.9974
C16 2.03 -0.82 3.77  -1.2583
C17 1.29 -0.95 2.62  -0.2006
N2 0.27 -0.13 2.27  0.9257
Si2 -2.62 1.29 4.19  0.0644
C18 -3.51 -0.28 3.75  -0.8798
C19 -1.89 0.88 5.87  -1.2759
C20 -3.84 2.67 4.53  -1.1157
Si3 -0.77 3.61 3.22  0.9503
C21 -0.61 4.12 5.03  -1.3260
C22 -2.00 4.84 2.52  -1.2689
C23 0.91 3.97 2.46  -1.1733
H3 -4.56 1.98 0.03  0.3705
H4 -4.32 3.28 1.22  0.4627
H5 -4.56 1.58 1.74  0.3302
H6 -1.73 -2.44 1.17  0.2066
H7 -3.48 -4.04 1.68  0.4538
H8 -5.87 -3.46 1.14  0.4313
H9 -6.32 -1.26 0.07  0.4527
H10 -3.31 -1.99 -2.34  0.2454
H11 -1.57 -2.16 -2.52  0.2631
H12 -2.54 -1.48 -3.84  0.4456
H13 -4.59 0.91 -2.21  0.2983
H14 -3.68 1.29 -3.69  0.4359
H15 -3.52 2.32 -2.27  0.2867
H16 0.24 0.41 -2.56  0.2501
H17 -0.52 2.00 -2.37  0.1940
H18 -0.78 1.06 -3.85  0.4423
H19 0.40 1.87 4.94  0.2355
H20 2.27 0.41 5.52  0.4917
H21 2.82 -1.52 3.98  0.4967
H22 1.51 -1.76 1.94  0.3294
H23 -2.79 -1.10 3.68  0.2502
H24 -4.08 -0.25 2.82  0.0968
H25 -4.21 -0.52 4.56  0.4968
H26 -1.26 -0.02 5.84  0.3557
H27 -2.73 0.66 6.53  0.4318
H28 -1.31 1.68 6.33  0.3217
H29 -4.28 3.13 3.65  0.3225
H30 -3.37 3.46 5.12  0.3179
H31 -4.65 2.26 5.13  0.4538
H32 -1.44 3.80 5.66  0.3345
H33 -0.59 5.21 5.04  0.4767
H34 0.32 3.78 5.49  0.3761
H35 -2.98 4.76 2.99  0.3600
H36 -2.13 4.77 1.44  0.3396
H37 -1.62 5.84 2.73  0.4821
H38 1.55 3.09 2.44  0.2266
H39 1.41 4.74 3.04  0.3790
H40 0.81 4.33 1.44  0.3074
F1 0.67 -2.29 -0.36  -0.4057
B1 0.46 -3.75 0.04  0.5501
F2 0.23 -3.69 1.42  -0.3853
F3 1.62 -4.38 -0.28  -0.3061
F4 -0.64 -4.19 -0.65  -0.3489

The value obtained for the gap between HOMO and LUMO is 7.94 eV.

---

No. 4
A 8-piece molecular cluster, C23H40Cl14O3S overall at a distorted geometry. Source: the OMol25 dataset; level of theory: the ωB97M-V functional and the def2-TZVPD basis.

Last column: Mulliken charge in e.
Geometry (Å):
C1 3.00 -2.64 1.05  -0.5360
O1 3.13 -1.17 1.08  -0.3262
S1 2.34 -0.47 -0.30  0.6189
O2 3.01 -1.02 -1.59  -0.4741
O3 0.74 -1.04 -0.19  -0.1626
C2 -0.24 -0.07 -0.70  -0.4101
C3 -1.76 -0.60 -0.25  0.3093
C4 -3.05 0.45 -0.06  -0.0103
C5 -4.55 -0.14 0.37  -0.4354
C6 -4.70 -1.78 0.63  -0.5224
C7 -3.42 -2.80 0.44  0.4841
C8 -3.48 -4.44 0.66  -0.9417
C9 -1.92 -2.21 -0.01  -0.5149
H1 2.54 -3.11 2.01  0.2555
H2 2.39 -3.04 0.13  0.2526
H3 4.10 -3.08 0.93  0.2284
H4 -0.09 1.03 -0.34  0.3506
H5 -0.21 -0.15 -1.89  0.2650
H6 -2.91 1.62 -0.22  -0.1452
H7 -5.49 0.56 0.50  0.3580
H8 -5.73 -2.24 0.97  0.2350
H9 -3.22 -4.94 -0.39  0.2577
H10 -4.53 -4.81 1.02  0.3035
H11 -2.59 -4.79 1.38  0.2508
H12 -1.03 -2.96 -0.18  0.2255
Cl1 -2.32 3.43 -1.29  -0.1893
C10 -2.89 3.82 -2.93  -0.4587
C11 -4.10 4.73 -2.92  -0.4262
Cl2 -5.55 3.91 -2.29  -0.1748
H13 -3.09 2.88 -3.45  0.3090
H14 -2.05 4.31 -3.44  0.3407
H15 -4.34 5.05 -3.94  0.3089
H16 -3.93 5.63 -2.32  0.3056
Cl3 7.45 -0.19 -5.18  -0.2073
C12 6.05 0.41 -4.26  -0.2478
C13 4.81 -0.45 -4.45  -0.3519
Cl4 4.16 -0.33 -6.10  -0.1427
H17 5.87 1.45 -4.55  0.1931
H18 6.34 0.41 -3.20  0.3123
H19 4.02 -0.13 -3.77  0.1328
H20 5.03 -1.51 -4.24  0.3209
Cl5 -2.33 1.16 2.20  0.0342
C14 -3.18 2.13 3.42  -0.8066
C15 -3.84 1.27 4.48  -0.1573
Cl6 -5.21 0.34 3.83  -0.1437
H21 -3.90 2.77 2.90  0.3309
H22 -2.43 2.78 3.89  0.3655
H23 -4.24 1.90 5.28  0.2440
H24 -3.14 0.56 4.93  0.1800
Cl7 -0.30 1.03 -9.38  -0.2011
C16 1.10 0.06 -8.85  -0.3204
C17 2.20 0.02 -9.90  -0.3569
Cl8 1.72 -0.91 -11.34  -0.1922
H25 0.74 -0.94 -8.60  0.3384
H26 1.48 0.53 -7.93  0.1718
H27 3.09 -0.47 -9.49  0.2086
H28 2.49 1.02 -10.22  0.3493
Cl9 -3.53 -1.25 6.49  -0.1855
C18 -4.24 -1.04 8.11  -0.0276
C19 -4.81 0.36 8.31  -0.5079
Cl10 -3.54 1.60 8.37  -0.1928
H29 -3.46 -1.27 8.85  -0.1250
H30 -5.03 -1.78 8.21  0.3794
H31 -5.34 0.41 9.26  0.3611
H32 -5.51 0.62 7.51  0.3159
Cl11 -3.00 -2.46 10.82  -0.1694
C20 -1.60 -3.43 11.35  -0.4368
C21 -0.50 -3.47 10.30  -0.5157
Cl12 -0.98 -4.40 8.86  -0.1741
H33 -1.96 -4.43 11.60  0.3326
H34 -1.22 -2.96 12.26  0.2994
H35 0.39 -3.97 10.71  0.3470
H36 -0.21 -2.47 9.98  0.3207
Cl13 9.10 5.04 -7.93  -0.1883
C22 9.64 3.90 -6.67  -0.4671
C23 8.68 2.73 -6.51  -0.3713
Cl14 7.13 3.23 -5.80  -0.2010
H37 9.77 4.45 -5.74  0.3259
H38 10.62 3.53 -6.99  0.3139
H39 9.11 1.99 -5.82  0.2543
H40 8.48 2.23 -7.46  0.3267

The value obtained for the gap between HOMO and LUMO is 7.89 eV.

---

No. 5
C23H40Cl3GdN4O3Si as an isolated structure at a distorted geometry. Source: the OMol25 dataset; level of theory: the ωB97M-V functional and the def2-TZVPD basis.

Last column: Mulliken charge in e.
Geometry (Å):
C1 -3.17 0.63 -2.90  -1.9472
C2 -2.56 -0.69 -3.22  0.7112
H1 -2.63 1.43 -3.43  0.2920
H2 -3.09 0.83 -1.83  0.3258
H3 -4.22 0.69 -3.22  0.4183
C3 -2.60 -1.15 -4.48  0.1825
C4 -3.22 -0.36 -5.58  -1.4583
H4 -2.25 -2.14 -4.76  0.4172
H5 -2.79 0.65 -5.65  0.2878
H6 -4.31 -0.24 -5.44  0.3115
H7 -3.07 -0.86 -6.54  0.3722
Gd1 -0.89 1.51 2.10  0.3559
Cl1 -2.80 2.53 3.35  -0.4481
Cl2 -2.16 -0.79 1.86  -0.4779
C5 0.27 -0.89 3.89  -0.2409
O1 0.57 0.19 3.29  -0.4138
N1 1.16 -1.85 4.10  0.2440
C6 2.53 -1.70 3.59  -0.7394
C7 0.72 -3.15 4.60  -0.8969
H8 -0.76 -1.07 4.23  0.6031
H9 2.91 -0.72 3.86  0.2499
H10 2.55 -1.81 2.49  0.0949
H11 3.13 -2.48 4.05  0.3949
H12 -0.11 -2.99 5.30  0.3631
H13 1.56 -3.63 5.12  0.3268
H14 0.37 -3.80 3.79  0.2955
H15 0.80 6.49 -0.21  0.3322
H16 -0.35 3.31 -1.37  0.2236
C8 1.53 5.88 -0.76  -0.9604
C9 0.62 3.75 -1.70  -0.7104
N2 1.25 4.46 -0.59  0.2086
H17 2.53 6.11 -0.39  0.3399
C10 1.34 3.97 0.66  -0.2222
O2 0.70 3.00 1.10  -0.3480
H18 1.25 2.93 -2.08  0.1730
H19 2.05 4.54 1.29  0.4736
H20 1.45 6.13 -1.82  0.3407
H21 0.46 4.48 -2.51  0.3467
O3 -0.80 -0.83 -1.58  -0.1336
C11 -1.94 -1.49 -2.08  0.1245
C12 -0.63 -3.19 -3.40  -0.2226
C13 -1.58 -2.91 -2.42  0.0302
H22 -0.23 -2.36 -4.00  0.6712
C14 -0.19 -4.50 -3.59  -0.9744
H23 -2.69 -1.46 -1.27  0.3051
C15 -2.10 -3.92 -1.62  -0.1859
H24 0.57 -4.70 -4.35  0.3736
C16 -0.69 -5.52 -2.77  -0.4886
C17 -1.67 -5.23 -1.81  -0.7165
H25 -2.81 -3.64 -0.84  0.3882
H26 -0.32 -6.54 -2.90  0.3836
H27 -2.08 -6.03 -1.19  0.3912
Si1 0.67 -1.14 -0.87  0.5526
Cl3 -1.25 1.55 -0.61  -0.4103
C18 1.86 -1.59 -2.24  -1.3131
C19 0.50 -2.65 0.25  -0.7258
C20 1.58 0.22 0.03  -0.1549
H28 1.79 -2.65 -2.53  0.3535
H29 2.88 -1.41 -1.87  0.4266
H30 1.70 -0.98 -3.14  0.2551
H31 1.83 1.05 -0.64  0.1044
H32 2.51 -0.17 0.45  0.3801
H33 1.01 0.64 0.87  -0.1406
H34 0.33 -3.58 -0.33  0.3322
H35 -0.34 -2.52 0.94  0.1246
H36 1.43 -2.81 0.83  0.3553
N3 0.82 4.43 3.74  -0.1492
C21 1.67 4.85 4.71  -0.1620
C22 1.87 3.77 5.56  -0.8802
C23 1.09 2.73 5.03  -0.3396
N4 0.46 3.11 3.90  0.1480
H37 0.44 4.97 2.98  0.2501
H38 2.08 5.86 4.73  0.4379
H39 2.48 3.73 6.45  0.3566
H40 0.97 1.72 5.42  0.4312

The value obtained for the gap between HOMO and LUMO (spin up / spin down) is 6.97 / 8.02 eV. The spin multiplicity is 8. Its expectation value of S² is 15.8895.

---

No. 6
C23H40INO20PS2Si as an isolated structure at a distorted geometry. Source: the OMol25 dataset; level of theory: the ωB97M-V functional and the def2-TZVPD basis.

Last column: Mulliken charge in e.
Geometry (Å):
C1 3.64 0.17 -0.97  -1.1833
Si1 2.22 -0.48 0.12  0.7065
C2 3.06 -1.30 1.64  -1.2632
C3 1.17 0.96 0.79  -0.2674
S1 1.08 -2.07 -0.83  0.9290
O1 2.12 -2.92 -1.48  -0.7124
O2 0.11 -1.59 -1.86  -0.5197
N1 0.40 -3.01 0.40  -0.4543
S2 -1.26 -2.86 0.47  0.8716
O3 -1.95 -3.72 -0.56  -0.6216
O4 -1.67 -3.40 1.81  -0.6561
P1 -1.96 -0.81 0.42  0.2205
O5 -3.59 -0.96 0.01  -0.4119
I1 -1.96 0.08 2.71  -0.2256
H1 4.42 -0.60 -0.96  0.2426
H2 4.08 1.07 -0.53  0.3874
H3 3.29 0.38 -1.98  0.4265
H4 2.84 -2.38 1.64  0.5084
H5 2.66 -0.91 2.58  0.2016
H6 4.15 -1.19 1.56  0.3567
H7 0.99 0.77 1.85  0.1454
H8 1.73 1.92 0.76  0.2641
H9 0.22 1.07 0.24  -0.0912
H10 -3.93 -0.10 -0.23  0.2781
C4 -5.24 -2.99 2.66  -1.2321
C5 -5.07 -3.09 4.16  0.5010
C6 -6.35 -3.25 4.93  -0.5133
O6 -5.99 -2.73 6.22  -0.3412
C7 -5.02 -1.80 6.00  0.5775
O7 -4.62 -1.04 6.82  -0.5569
O8 -4.57 -1.87 4.72  -0.1811
H11 -4.31 -2.66 2.19  0.1170
H12 -5.53 -3.95 2.24  0.3998
H13 -6.01 -2.25 2.41  0.3447
H14 -4.36 -3.88 4.40  0.2564
H15 -6.67 -4.29 5.02  0.3105
H16 -7.17 -2.65 4.54  0.3113
C8 -5.32 4.94 -1.33  -1.5455
C9 -4.46 3.76 -0.93  0.6099
C10 -3.75 3.91 0.39  -0.5045
O9 -2.63 3.03 0.23  -0.2270
C11 -2.35 3.00 -1.10  0.6069
O10 -1.38 2.53 -1.57  -0.4546
O11 -3.35 3.59 -1.82  -0.3826
H17 -5.62 4.85 -2.37  0.3680
H18 -6.21 4.99 -0.70  0.3833
H19 -4.77 5.87 -1.23  0.3532
H20 -5.05 2.84 -0.96  0.2103
H21 -4.36 3.60 1.24  0.3109
H22 -3.38 4.92 0.56  0.3031
C12 7.64 0.73 -5.32  -1.4973
C13 6.83 0.95 -4.07  0.5711
C14 7.15 2.22 -3.32  -0.5464
O12 6.74 1.88 -1.99  -0.2707
C15 6.89 0.54 -1.87  0.6826
O13 6.82 -0.05 -0.84  -0.5193
O14 7.12 -0.04 -3.07  -0.3566
H23 7.51 -0.28 -5.69  0.3615
H24 7.34 1.43 -6.10  0.3853
H25 8.71 0.87 -5.13  0.3487
H26 5.76 0.88 -4.30  0.2690
H27 6.60 3.08 -3.69  0.3042
H28 8.22 2.45 -3.31  0.3131
C16 5.65 3.09 5.28  -1.4953
C17 4.43 2.82 4.43  0.4991
C18 4.14 1.36 4.19  -0.6159
O15 3.41 1.41 2.96  -0.0602
C19 3.84 2.50 2.29  0.4261
O16 3.59 2.73 1.15  -0.5732
O17 4.61 3.29 3.09  -0.3819
H29 5.92 4.15 5.23  0.3594
H30 5.47 2.82 6.32  0.3770
H31 6.52 2.53 4.92  0.3523
H32 3.56 3.33 4.85  0.2653
H33 3.55 0.91 4.98  0.3310
H34 5.04 0.76 4.03  0.3321
C20 -2.92 -2.48 -3.36  -1.2722
C21 -4.11 -2.69 -4.26  0.6101
C22 -4.42 -4.13 -4.56  -0.5010
O18 -5.12 -4.03 -5.81  -0.3477
C23 -4.65 -2.92 -6.43  0.6248
O19 -4.87 -2.64 -7.57  -0.5591
O20 -3.89 -2.18 -5.59  -0.3591
H35 -2.63 -1.43 -3.36  0.3126
H36 -3.14 -2.78 -2.34  0.3040
H37 -2.05 -3.04 -3.70  0.3107
H38 -4.99 -2.17 -3.85  0.2226
H39 -5.05 -4.59 -3.80  0.3043
H40 -3.53 -4.74 -4.71  0.3327

As for the charge: -1. The value obtained for the gap between HOMO and LUMO is 7.54 eV.